Arrangement a

ORCA calculation (the ωB97M-V functional and the def2-TZVPD basis) on an isolated molecule of C2HN3O3.

Last column: Mulliken charge in e.
Positions of all 9 atoms, in Å:
O -1.7374 -1.3517 0.3155  -0.48
C -1.1756 -0.2939 -0.0933  0.44
O -1.6937 1.0033 -0.2360  -0.41
C 0.3838 -0.0856 -0.1038  0.57
N 1.0048 1.0331 0.2089  -0.21
N 2.3206 0.5421 0.1866  -0.23
N 2.3837 -0.6785 -0.0779  0.02
O 1.1395 -1.1981 -0.2589  -0.06
H -2.6256 1.0293 0.0589  0.36

- LUMO energy (eV) = -0.823
- total charge = 0
- structure (SMILES) = O=C(O)c1nnno1



Arrangement b

ORCA calculation (the ωB97M-V functional and the def2-TZVPD basis) on an isolated molecule of C2HN3O3.

Last column: Mulliken charge in e.
Positions of all 9 atoms, in Å:
O -0.8463 1.6197 -1.4526  -0.43
C -0.6242 1.3275 -0.3125  0.07
N 0.0285 0.1760 0.1010  0.45
N 0.3243 0.0523 1.4111  -0.40
N 0.6875 -1.1379 1.6581  -0.02
O 0.7270 -1.8078 0.4605  -0.18
C 0.3458 -0.9401 -0.6160  0.46
O 0.2229 -1.2565 -1.7289  -0.41
H -0.8654 1.9667 0.4793  0.45

- LUMO energy (eV) = -0.287
- total charge = 0
- structure (SMILES) = O=Cn1nnoc1=O



Arrangement c

ORCA calculation (the ωB97M-V functional and the def2-TZVPD basis) on an isolated molecule of C2HN3O3.

Last column: Mulliken charge in e.
Positions of all 9 atoms, in Å:
H -1.7674 -1.8577 -0.3354  0.30
N -1.8300 -0.7389 -0.4594  -0.46
C -0.8065 -0.2905 0.1643  0.48
N -0.9887 1.1181 0.1987  -0.14
N -0.0896 1.8968 0.1301  0.06
O 1.0450 1.2378 -0.2115  -0.18
C 1.4521 -0.1150 0.0843  0.62
O 2.5794 -0.4445 -0.2362  -0.43
O 0.4057 -0.8060 0.6651  -0.25

- LUMO energy (eV) = -0.890
- total charge = 0
- structure (SMILES) = [H]/N=c1/nnoc(=O)o1



Short version: arrangement b is the most stable of them.



Arrangement a

ORCA calculation (the ωB97M-V functional and the def2-TZVPD basis) on a cluster of 2 separate species, C2H9N5 in total.

Last column: Mulliken charge in e.
Positions of all 16 atoms, in Å:
C -2.6099 -0.7038 0.2836  0.00
C 2.7492 0.2675 -1.0247  -0.73
N -3.2606 0.3038 -0.1304  0.69
N -1.2452 -0.5122 0.5376  0.19
N -0.4674 -1.3597 0.9150  -0.51
N -3.7860 1.2517 -0.5227  -0.42
N 2.2253 0.5620 0.4004  -0.34
H -3.0435 -1.7377 0.1812  0.37
H 2.5194 -0.7668 -1.0672  0.35
H 2.0280 0.7358 -1.7538  0.32
H 3.6718 0.6452 -1.2231  0.35
H -0.5567 -2.2522 1.4467  0.30
H 1.1099 0.4370 0.6094  0.31
H -4.6516 1.6468 -0.3684  0.35
H 2.8595 0.0392 1.1042  0.41
H 2.4580 1.4434 0.6121  0.36

- LUMO energy (eV) = -10.379
- total charge = +2



Arrangement b

ORCA calculation (the ωB97M-V functional and the def2-TZVPD basis) on a cluster of 2 separate species, C2H9N5 in total.

Last column: Mulliken charge in e.
Positions of all 16 atoms, in Å:
C -2.0572 0.2453 0.3476  0.25
C 1.0395 0.9219 -0.0182  0.54
N 0.2315 1.7997 0.0531  -0.35
N -1.0025 -0.4341 0.6780  -0.47
N 1.6052 -0.1894 -0.0873  -0.41
N -2.6367 0.0716 -0.8506  -0.27
N 3.0582 -0.4965 -0.0190  -0.23
H -2.5787 1.0063 0.9488  0.40
H -0.0248 2.4521 -0.6659  0.35
H -0.6895 -0.2574 1.5290  0.24
H -0.5619 -1.2680 0.1253  0.32
H -3.5029 0.5149 -1.1158  0.25
H -2.2759 -0.5706 -1.4468  0.19
H 3.1132 -1.4043 -0.5485  0.39
H 3.6035 0.2563 -0.5068  0.41
H 3.4124 -0.5575 0.9651  0.39

- LUMO energy (eV) = -8.187
- total charge = +2



Short version: arrangement b is the most stable of them.



Arrangement a

ORCA calculation (the ωB97M-V functional and the def2-TZVPD basis) on an isolated molecule of C24H28ClNO3.

Last column: Mulliken charge in e.
Positions of all 57 atoms, in Å:
C 3.7016 5.2292 -0.1421  -0.83
O 4.2697 4.2024 0.6329  -0.46
C 4.2344 2.9283 0.1507  0.87
C 3.6909 2.5495 -1.0707  -0.45
C 3.7094 1.2181 -1.4515  -0.70
C 4.2547 0.2357 -0.6378  -0.09
C 4.2453 -1.2078 -1.0515  -1.77
C 2.9909 -2.0046 -0.6031  2.33
C 3.1168 -3.4336 -1.1776  -1.34
O 4.2004 -4.1695 -0.6677  -0.56
C 1.7207 -1.3365 -1.1423  -1.27
C 0.4433 -1.9166 -0.5442  -0.88
N 0.4834 -1.8116 0.9017  0.48
C -0.7947 -2.1467 1.5038  -1.28
C -1.8278 -1.1198 1.1510  0.82
C -3.0277 -1.3936 0.6394  -0.53
C -3.9420 -0.3112 0.3208  1.15
C -5.2632 -0.5295 -0.0474  -0.82
C -6.0645 0.5395 -0.4079  0.21
Cl -7.7128 0.2564 -0.8551  -0.23
C -5.5617 1.8304 -0.4275  -0.56
C -4.2469 2.0557 -0.0599  -0.49
C -3.4356 0.9983 0.3309  -0.28
O -2.1436 1.2669 0.6540  -0.52
C -1.4579 0.3080 1.4450  -0.59
C 1.5793 -2.5984 1.4322  -1.16
C 2.9085 -2.0453 0.9271  -1.00
C 4.8179 0.6306 0.5728  -0.17
C 4.8078 1.9515 0.9654  -0.82
H 2.6334 5.0603 -0.3131  0.33
H 3.8329 6.1424 0.4364  0.24
H 4.2117 5.3362 -1.1052  0.33
H 3.2538 3.2771 -1.7363  0.39
H 3.2929 0.9466 -2.4110  0.39
H 4.3110 -1.2661 -2.1415  0.45
H 5.1291 -1.6898 -0.6251  0.70
H 2.2364 -4.0232 -0.9198  0.39
H 3.1739 -3.3745 -2.2753  0.48
H 5.0210 -3.7410 -0.9336  0.38
H 1.7539 -0.2778 -0.8828  0.23
H 1.6819 -1.4253 -2.2301  0.44
H -0.4128 -1.3411 -0.9065  0.57
H 0.3001 -2.9640 -0.8670  0.21
H -0.6566 -2.1448 2.5912  0.43
H -1.1514 -3.1492 1.2060  0.31
H -3.3415 -2.4050 0.4286  0.38
H -5.6579 -1.5338 -0.0540  0.45
H -6.1932 2.6529 -0.7232  0.41
H -3.8345 3.0519 -0.0709  0.44
H -1.6500 0.5196 2.5123  0.18
H -0.3925 0.4608 1.2522  0.34
H 1.5588 -2.5241 2.5231  0.54
H 1.4811 -3.6654 1.1669  0.36
H 3.7199 -2.6609 1.3196  0.33
H 3.0168 -1.0295 1.3086  0.38
H 5.2803 -0.1059 1.2139  0.43
H 5.2431 2.2578 1.9035  0.43

- LUMO energy (eV) = 0.618
- total charge = 0
- structure (SMILES) = COc1ccc(CC2(CO)CCN(CC3=Cc4cc(Cl)ccc4OC3)CC2)cc1



Arrangement b

ORCA calculation (the ωB97M-V functional and the def2-TZVPD basis) on an isolated molecule of C24H28ClNO3.

Last column: Mulliken charge in e.
Positions of all 57 atoms, in Å:
C 1.7844 2.2516 0.7799  -0.86
C 2.2426 1.7132 -0.5775  -0.38
C 3.3986 0.7615 -0.4381  0.53
C 4.6997 1.2378 -0.5082  -0.82
C 5.7729 0.3756 -0.3890  -0.94
C 5.5514 -0.9752 -0.1978  -0.86
C 4.2635 -1.4873 -0.1134  0.48
C 4.0535 -2.9523 0.1466  -0.65
C 3.5961 -3.2049 1.5846  -1.03
C 3.1901 -0.6029 -0.2307  -0.09
N 1.8530 -1.0767 -0.1140  0.41
C 1.2376 -1.8744 -1.0037  0.74
O 1.7430 -2.3346 -2.0025  -0.66
C -0.2178 -2.2084 -0.6095  -1.00
O -1.1097 -1.0984 -0.7096  -0.27
C -1.1892 -0.2495 0.3088  -1.00
O -0.4775 -0.3010 1.2858  -0.76
C -2.2699 0.7883 0.0686  3.94
C -3.5953 0.0681 -0.0665  -0.69
C -3.8732 -0.9772 0.8107  -0.27
C -5.0782 -1.6515 0.7660  -1.03
C -6.0323 -1.2716 -0.1642  0.39
Cl -7.5453 -2.1052 -0.2304  -0.22
C -5.7841 -0.2257 -1.0359  -1.18
C -4.5702 0.4373 -0.9828  -0.12
C -2.3500 1.8131 1.2119  -0.82
C -3.0063 3.0196 0.5514  -0.65
C -2.3937 3.0719 -0.8547  -0.88
C -1.8728 1.6533 -1.1461  -0.71
H 2.6216 2.7077 1.3033  0.46
H 1.0111 3.0051 0.6439  0.25
H 1.3826 1.4578 1.4053  0.19
H 2.5494 2.5523 -1.2056  0.67
H 1.4110 1.2096 -1.0768  -0.10
H 4.8677 2.2931 -0.6681  0.44
H 6.7818 0.7556 -0.4492  0.38
H 6.3910 -1.6489 -0.1080  0.40
H 4.9936 -3.4801 -0.0236  0.48
H 3.3182 -3.3509 -0.5526  0.19
H 3.4726 -4.2716 1.7569  0.35
H 4.3348 -2.8241 2.2871  0.32
H 2.6481 -2.7119 1.7852  0.25
H 1.2990 -0.6958 0.6470  0.34
H -0.6017 -2.9522 -1.3088  0.34
H -0.2329 -2.5990 0.4145  0.37
H -3.1378 -1.2670 1.5478  0.48
H -5.2789 -2.4628 1.4477  0.42
H -6.5354 0.0700 -1.7514  0.42
H -4.4018 1.2529 -1.6666  0.33
H -1.3407 2.0531 1.5479  0.36
H -2.9167 1.4369 2.0618  0.33
H -4.0832 2.8575 0.4896  0.37
H -2.8329 3.9377 1.1099  0.48
H -1.5705 3.7853 -0.8842  0.42
H -3.1284 3.3918 -1.5925  0.27
H -2.2572 1.2342 -2.0733  0.66
H -0.7854 1.6690 -1.2271  -0.47

- LUMO energy (eV) = 0.637
- total charge = 0
- structure (SMILES) = CCc1cccc(CC)c1NC(=O)COC(=O)C1(c2ccc(Cl)cc2)CCCC1



Short version: arrangement b is the most stable of them.



Arrangement a

ORCA calculation (the ωB97M-V functional and the def2-TZVPD basis) on a structure of composition C3H3FeO2.

Last column: Mulliken charge in e.
Positions of all 9 atoms, in Å:
O 0.2900 -0.9029 0.7965  -0.61
C -1.1759 2.0422 -0.3318  0.27
O -1.6944 1.0156 -0.2342  -0.11
Fe -1.4162 -0.9611 0.3007  1.44
C 1.1780 0.0975 0.6628  0.39
H 1.4682 0.5897 1.6005  0.37
H 2.4401 -1.3013 -0.3864  0.34
C 2.0994 -0.2702 -0.2633  -0.40
H 2.3834 0.4344 -1.0457  0.32

- multiplicity = 6
- LUMO energy (spin up / spin down) (eV) = -10.934 / -12.225
- total charge = +2



Arrangement b

ORCA calculation (the ωB97M-V functional and the def2-TZVPD basis) on a structure of composition C3H3FeO2.

Last column: Mulliken charge in e.
Positions of all 9 atoms, in Å:
O -0.2358 -0.5597 0.0047  -0.56
C -1.8471 0.0787 2.5868  0.45
O -1.8743 0.5123 3.6277  0.00
Fe -0.7504 -1.4858 1.4539  1.25
C 0.6939 0.1305 -0.6418  0.39
C 0.8214 0.2016 -1.9764  -0.50
H 1.2950 0.7973 -0.0051  0.35
H 1.6388 0.7802 -2.4063  0.31
H 0.2586 -0.4552 -2.6435  0.31

- multiplicity = 6
- LUMO energy (spin up / spin down) (eV) = -11.074 / -12.322
- total charge = +2



Short version: arrangement b is the most stable of them.



Arrangement a

ORCA calculation (the ωB97M-V functional and the def2-TZVPD basis) on a structure of composition C2H6N4OS.

Last column: Mulliken charge in e.
Positions of all 14 atoms, in Å:
C -1.6072 0.5847 -0.4553  -0.08
C 0.7568 0.0599 -0.3123  0.07
H -1.2624 -1.5386 1.0700  0.19
H -2.5315 -2.2500 0.6575  0.24
H -2.0025 1.4921 -0.8921  0.41
H 1.2703 2.0956 0.9504  0.48
H 0.5599 -0.9893 -1.0917  0.32
H 4.2220 -0.1201 0.0197  0.13
N -1.8670 -1.6699 0.2827  -0.41
N -2.2148 -0.5119 -0.3625  -0.31
N -0.2871 0.8576 -0.0024  0.25
N 1.9790 0.5389 0.2164  -0.46
O -0.0453 2.1619 0.1105  -0.67
S 3.0298 -0.7111 -0.1909  -0.18

- LUMO energy (eV) = -0.244
- total charge = 0



Arrangement b

ORCA calculation (the ωB97M-V functional and the def2-TZVPD basis) on an isolated molecule of C2H6N4OS.

Last column: Mulliken charge in e.
Positions of all 14 atoms, in Å:
N 0.6811 -0.3264 1.7930  -0.75
N -0.2532 -0.5974 0.7830  0.02
C -0.2036 -0.0945 -0.4919  0.45
N 0.4911 0.9299 -0.8605  -0.48
C 0.7948 1.9809 -0.0629  -0.29
S 2.1165 2.9206 -0.1217  -0.29
N -0.7556 -0.9065 -1.4583  -0.10
O -1.7058 -1.8274 -0.9847  -0.46
H 1.6432 -0.3365 1.4363  0.27
H 0.4953 0.5951 2.2143  0.30
H -0.6919 -1.5132 0.8463  0.29
H -0.0679 2.2410 0.5603  0.37
H -1.1712 -0.4164 -2.2654  0.31
H -1.3726 -2.6491 -1.3877  0.37

- LUMO energy (eV) = 0.262
- total charge = 0
- structure (SMILES) = NN/C(=N\C=S)NO



Short version: arrangement b is the most stable of them.



Arrangement a

ORCA calculation (the ωB97M-V functional and the def2-TZVPD basis) on the ion C2H2NO3S with charge -1.

Last column: Mulliken charge in e.
Positions of all 9 atoms, in Å:
C -1.5569 0.3535 0.3920  -0.47
C 1.3094 0.9288 -0.1296  0.68
N -0.1172 0.0974 0.4274  -0.14
O 2.1787 0.7224 0.6948  -0.62
O 1.0212 1.6122 -1.0621  -0.54
O -0.9671 -1.8958 -0.8842  -0.74
S -2.1838 -0.9583 -0.5150  0.18
H 0.1667 -0.1603 1.3740  0.29
H 0.1490 -0.6999 -0.2973  0.35

- LUMO energy (eV) = 3.725
- total charge = -1



Arrangement b

ORCA calculation (the ωB97M-V functional and the def2-TZVPD basis) on a cluster of 2 separate species, C2H2NO3S in total.

Last column: Mulliken charge in e.
Positions of all 9 atoms, in Å:
C -2.1849 1.1596 -0.0770  0.50
C 0.1199 0.5037 -0.4525  -0.98
N 1.1079 1.3640 -0.1244  0.86
O -2.1347 2.3329 -0.1665  -0.36
O 1.6555 1.9484 -1.1080  -0.67
O 1.5571 1.5810 1.0240  -0.68
S -3.0300 -0.1578 0.1060  -0.38
H 0.2443 0.2130 -1.4382  0.38
H -0.1434 -0.2110 0.3659  0.34

- LUMO energy (eV) = 3.146
- total charge = -1



Arrangement c

ORCA calculation (the ωB97M-V functional and the def2-TZVPD basis) on a cluster of 2 separate species, C2H2NO3S in total.

Last column: Mulliken charge in e.
Positions of all 9 atoms, in Å:
C -0.3911 -0.3364 0.4024  -0.25
C -1.1722 0.8983 0.1618  0.78
N 2.2266 0.6549 -0.4915  -0.67
O -2.3003 0.4134 0.5194  -0.61
O -0.7622 1.9886 -0.1181  -0.64
O 0.2899 -2.8091 0.0509  -0.54
S -0.9085 -1.8247 0.0652  0.33
H 1.5466 -0.2492 -0.1765  0.29
H 1.4711 1.2640 -0.4136  0.31

- LUMO energy (spin up / spin down) (eV) = 1.349 / 1.130
- total charge = -1



Short version: arrangement a is the most stable of them.



Arrangement a

ORCA calculation (the ωB97M-V functional and the def2-TZVPD basis) on a cluster of 2 separate species, C6H15N4O in total.

Last column: Mulliken charge in e.
Positions of all 26 atoms, in Å:
C 2.7691 -0.2240 0.4398  0.19
C 1.9430 0.8261 -0.4558  0.73
C 0.5784 0.5301 -0.2266  -0.01
C 2.3442 2.3803 -0.2005  -1.31
C -0.0940 -2.3730 -1.4616  -1.44
C -0.2862 -1.9340 0.0009  -0.31
N 1.8526 -1.1872 0.7562  -0.23
N 0.5168 -0.8921 0.6241  0.10
N -0.5156 1.1741 -0.4078  -0.44
N -2.4143 0.7393 1.3050  -0.77
O 3.9416 -0.2718 0.6748  -0.57
H 2.2667 0.7089 -1.5146  0.24
H 1.8551 2.8933 0.7122  0.30
H 2.0584 2.8663 -1.1140  0.45
H 3.5049 2.5720 -0.0993  0.34
H 0.8734 -2.8691 -1.5545  0.31
H -0.7696 -3.0827 -1.6883  0.52
H -0.2159 -1.6449 -2.1972  0.39
H -1.3876 -1.4977 0.1052  0.08
H -0.1650 -2.7930 0.6658  0.46
H 2.1718 -2.0823 1.3292  0.32
H -1.5360 0.9500 0.2254  0.42
H -0.2770 2.1740 -0.8426  0.27
H -1.7511 1.4206 1.6977  0.34
H -2.3969 -0.2542 1.5783  0.29
H -3.4393 1.0642 1.1094  0.30

- LUMO energy (eV) = -3.798
- total charge = +1



Arrangement b

ORCA calculation (the ωB97M-V functional and the def2-TZVPD basis) on a structure of composition C6H15N4O.

Last column: Mulliken charge in e.
Positions of all 26 atoms, in Å:
C -0.7853 -0.7740 -0.3420  -0.64
C 0.5378 -1.0025 0.2566  -0.09
C -1.6554 0.0924 0.5328  0.66
C 3.4025 1.0384 -0.6924  -1.21
C -3.6444 -0.5932 -0.7424  -0.88
C 1.9881 1.4054 -0.2676  -0.27
N 1.2617 -2.0528 0.3666  0.24
N -1.0617 0.8129 1.4425  -0.29
N 1.4682 0.6146 0.8167  -0.58
N -2.9589 0.0971 0.3304  -0.20
O 2.4208 -2.1342 0.8033  -0.59
H -0.6872 -0.2685 -1.3140  0.39
H -1.2729 -1.7369 -0.5306  0.48
H 3.4479 0.0116 -1.0470  0.32
H 3.7362 1.7017 -1.4851  0.38
H 4.0825 1.1448 0.1484  0.33
H -3.4053 -1.6575 -0.7516  0.31
H -4.7161 -0.4886 -0.6025  0.33
H -3.3770 -0.1664 -1.7115  0.32
H 1.9756 2.4341 0.1191  0.36
H 1.2985 1.3788 -1.1162  0.22
H -1.5852 1.4203 2.0554  0.20
H 0.0212 0.8454 1.4043  0.41
H 2.2179 0.1513 1.3255  0.26
H -3.5320 0.6807 0.9256  0.26
H 0.8226 -2.9545 0.0759  0.26

- LUMO energy (eV) = -3.051
- total charge = +1



Short version: arrangement a is the most stable of them.



Arrangement a

ORCA calculation (the ωB97M-V functional and the def2-TZVPD basis) on an isolated molecule of C4H3N3S.

Last column: Mulliken charge in e.
Positions of all 11 atoms, in Å:
N -3.5603 -0.8657 -0.1118  -0.41
C -2.4816 -0.4331 -0.1331  0.25
C -1.1426 0.0769 -0.0771  0.37
N -0.8205 1.3343 -0.1120  -0.54
C 0.5398 1.3071 -0.1124  -0.08
C 1.0612 0.0563 -0.1257  -0.12
S 2.6819 -0.5979 -0.1956  -0.26
N -0.0652 -0.7477 -0.1330  -0.01
H 1.0251 2.2855 -0.1021  0.44
H 2.8707 -0.6769 1.1371  0.14
H -0.1083 -1.7388 -0.0342  0.22

- LUMO energy (eV) = 0.337
- total charge = 0
- structure (SMILES) = N#Cc1ncc(S)[nH]1



Arrangement b

ORCA calculation (the ωB97M-V functional and the def2-TZVPD basis) on a cluster of 2 separate species, C4H3N3S in total.

Last column: Mulliken charge in e.
Positions of all 11 atoms, in Å:
C 2.5464 -1.5832 0.4491  0.34
C -1.5336 0.3285 0.8639  -0.35
C -1.3599 -0.0302 -0.4998  -0.39
C -0.5764 1.3465 1.0012  0.26
N 2.6210 -2.5713 1.0671  -0.32
N 0.0248 1.6586 -0.0310  -0.61
N -0.3813 0.8182 -0.9709  0.18
S 2.6442 -0.1483 -0.3845  -0.03
H -2.1172 -0.0571 1.6838  0.37
H -1.9015 -0.7517 -1.2390  0.32
H 0.0335 0.9900 -1.9400  0.24

- LUMO energy (spin up / spin down) (eV) = -0.761 / -3.343
- total charge = 0



Short version: arrangement a is the most stable of them.